Computed, not measured: a 12-piece molecular cluster, C5H34NO11 overall at a distorted geometry, with the ωB97M-V functional and the def2-TZVPD basis.

Computed properties:
* highest occupied orbital energy (alpha / beta): -16.04 / -16.04 eV
* strongest force on any atom: 0.0583 Eh/bohr
* LUMO (alpha / beta): -6.9 / -13.2 eV
* total energy: -29729.328 eV
* 2S+1: 2
* Kohn-Sham gap (alpha / beta): 9.19 / 2.82 eV
* total charge: +2

XYZ file:
```
51
Properties=species:S:1:pos:R:3:lowdin_charge:R:1
C -3.724 -1.590 -0.175 -0.006
C -2.740 -2.241 -1.068 -0.148
C -1.572 -2.753 -0.283 -0.121
C -0.528 -1.639 0.187 -0.089
C 1.247 -2.308 -1.411 0.199
N 0.608 -1.460 -0.701 0.061
H -3.541 -0.466 -0.212 0.175
H -4.739 -1.605 -0.582 0.123
H -3.765 -1.925 0.850 0.108
H -3.227 -3.197 -1.502 0.257
H -2.472 -1.804 -2.022 0.164
H -1.906 -3.181 0.671 0.130
H -0.979 -3.425 -0.933 0.128
H -1.011 -0.638 0.284 0.140
H -0.179 -1.817 1.212 0.115
H 2.124 -2.004 -1.998 0.124
H 1.170 -3.351 -1.126 0.111
H 0.765 -0.438 -0.832 0.112
H 0.713 3.547 -1.852 0.035
H -0.327 4.555 -2.101 0.071
O -0.168 3.621 -2.273 -0.062
H -0.357 0.824 -2.632 0.030
H -0.230 1.929 -1.588 0.018
O -0.309 0.961 -1.650 -0.065
H 0.741 0.207 1.894 0.015
H 1.986 1.117 1.159 0.034
O 1.153 1.022 1.639 -0.038
H 1.761 4.128 3.070 0.073
H 1.280 2.743 2.756 0.055
O 1.312 3.653 2.353 -0.077
H -2.336 0.495 4.039 0.029
H -1.217 1.252 4.766 0.045
O -1.444 0.393 4.386 -0.061
H 1.935 0.867 -2.005 0.027
H 3.342 0.490 -2.098 0.069
O 2.485 0.060 -2.010 -0.078
H 0.609 3.769 0.479 0.046
H 1.081 5.104 0.512 0.072
O 1.119 4.366 -0.102 -0.075
H 2.331 2.786 0.117 0.020
H 3.638 2.103 -0.281 0.081
O 2.692 2.079 -0.433 -0.052
H 1.382 -3.212 3.083 0.017
H 1.050 -2.538 4.335 0.082
O 1.227 -2.303 3.388 -0.067
H -1.265 1.449 -4.751 0.080
H -0.153 2.308 -4.242 0.052
O -0.420 1.382 -4.284 -0.038
H -0.447 -4.174 1.478 0.039
H 0.963 -4.807 1.528 0.074
O 0.342 -4.339 0.959 -0.032
```